Formula: C15H28F6N3O2SbW
Source: the Open Molecules 2025 dataset
Level of theory: wB97M-V/def2-TZVPD

Positions of all 56 atoms, in Å:
W  -0.2200  -0.1051  0.3553
C  -2.3161  -1.6211  3.0684
C  -1.4961  -0.4533  2.6637
C  -2.0886  0.6135  1.9432
C  -1.3961  1.8031  1.6540
C  -2.1312  3.0026  1.1515
C  -0.0131  1.8342  1.9086
C  0.6408  0.7553  2.5470
C  2.0897  0.8610  2.9155
C  -0.1179  -0.3749  2.8949
H  -2.8839  -1.3401  3.9641
H  -1.7128  -2.4909  3.3227
H  -3.0443  -1.8796  2.2993
H  -3.1314  0.5382  1.6521
H  -2.4079  3.5928  2.0335
H  -3.0723  2.7465  0.6630
H  -1.5263  3.6500  0.5188
H  0.5366  2.7302  1.6469
H  2.1460  1.3010  3.9174
H  2.6570  1.5221  2.2638
H  2.5860  -0.1075  2.9798
H  0.3722  -1.2013  3.3998
N  -1.6525  0.7575  -1.1356
C  -1.2392  1.1588  -2.5377
C  -0.6731  2.5632  -2.6060
C  0.4738  2.8622  -1.6427
C  1.5891  1.8188  -1.6469
N  1.6390  1.0571  -0.3399
H  -2.2964  -0.0314  -1.2348
H  -2.2160  1.5229  -0.7679
H  -2.1361  1.0925  -3.1538
H  -0.5477  0.4036  -2.9006
H  -1.4680  3.3004  -2.4677
H  -0.3249  2.7020  -3.6319
H  0.0946  2.9641  -0.6186
H  0.8810  3.8418  -1.8915
H  2.5693  2.2746  -1.7800
H  1.4744  1.0853  -2.4405
H  2.0004  1.7052  0.3535
H  2.3686  0.3494  -0.4601
N  1.1714  -1.7819  0.8378
C  0.4472  -3.0982  0.7536
C  -1.0206  -2.9240  0.4116
O  -1.7843  -3.8085  0.2924
O  -1.4085  -1.5997  0.2965
H  1.9050  -1.7766  0.1199
H  1.6664  -1.7477  1.7238
H  0.5038  -3.6329  1.7009
H  0.8882  -3.7290  -0.0144
F  0.3474  -0.8194  -1.2755
Sb  2.6820  -2.2996  -2.9468
F  1.0882  -2.3181  -3.8750
F  2.0703  -3.7388  -1.9324
F  4.1457  -3.0704  -3.7060
F  3.0754  -1.5784  -1.2125
F  2.9454  -0.5461  -3.5096

Forces on atoms 1 to 3 (eV/Å):
0.30 0.09 0.61
0.03 -0.02 0.05
-0.49 0.26 -0.19

## Properties
- net charge = +3
- LUMO (alpha / beta) (eV) = -11.54 / -12.55
- frontier orbital gap (alpha / beta) (eV) = 8.306 / 7.534
- 2S+1 = 2
- energy relative to the best compared isomer or geometry (same formula, charge and spin) (kcal per mole) = 1.6

Löwdin atomic charge list, values in e, 6 entries: atom 1 (W): 1.8991, atom 2 (C): 0.0363, atom 3 (C): -0.2375, atom 4 (C): -0.0075, atom 5 (C): -0.2848, atom 6 (C): 0.0198